Below is a gas-phase ion, C5H8N (charge +1) at a distorted geometry, with properties calculated with ωB97M-V with the def2-TZVPD basis set.

Properties
E_tot (a.u.): -249.5748
LUMO level (alpha / beta) (Eh): -0.15562 / -0.29715
E_HOMO (alpha / beta) (eV): -11.62 / -15.98

```
! RIJCOSX wB97M-V def2-TZVPD def2/J DEFGRID3
* xyz 1 3
C 0.30007 -0.63453 -0.90610
C -0.68874 -0.14494 0.00857
C 2.39331 0.44641 -0.23165
C -0.05454 -0.18765 1.17829
C -2.12409 0.14944 -0.24720
N 1.41099 -0.18229 -0.61242
H 0.13565 -1.30103 -1.67835
H 2.86890 1.28972 -0.91650
H 2.85025 0.31576 0.69734
H 0.75678 -0.80827 1.49783
H -0.63041 0.19421 2.05305
H -2.27209 0.25287 -1.35218
H -2.20471 1.18577 0.19069
H -2.74138 -0.57547 0.31864
*
```